*one*
11
Properties=species:S:1:pos:R:3 method="wB97M-V/def2-TZVPD" smiles=[NH3+][C@@]1(O)CO1 e_lumo_ev=-4.12 orbital_gap_ev=12.2 charge=+1 homo_ev=-16.35
N 1.31077 0.09517 -0.20392
C -0.25774 -0.26946 0.07911
O -0.26285 -1.04659 1.13407
C -1.25285 0.66166 -0.18060
O -1.10010 -0.47517 -1.01324
H 1.88041 -0.30005 0.52977
H 1.26129 1.21661 0.05891
H 1.82811 -0.06705 -1.09685
H -0.27829 -1.99474 0.87879
H -2.02352 0.57649 0.52805
H -1.10524 1.60313 -0.71409

=====

*two*
11
Properties=species:S:1:pos:R:3 method="wB97M-V/def2-TZVPD" e_lumo_ev=-4.94 orbital_gap_ev=10.9 charge=+1 homo_ev=-15.81
C 0.19463 -1.57979 1.60806
N -0.37492 -1.66355 0.48502
H 0.57191 -0.60985 1.91472
H 0.33060 -2.43067 2.26298
H -0.75223 -2.55732 0.16618
H -0.56696 -0.86422 -0.17053
O -0.88985 0.60657 -0.91120
C -0.05056 1.46769 -0.91314
O 1.08841 1.26407 -0.24550
H -0.12176 2.41578 -1.44970
H 1.73780 1.98017 -0.25771

=====

The data favor *two*; the next most stable structure lies 2.121 eV above it.

=====

*one*
11
Properties=species:S:1:pos:R:3 method="wB97M-V/def2-TZVPD" e_lumo_ev=-9.57 orbital_gap_ev=6.2 charge=+1 homo_ev=-15.78
O 0.18184 -1.71041 0.43695
C -0.55335 -0.59321 0.60745
O -1.56859 -0.38515 -0.08280
C 0.47801 0.68206 0.23649
N 0.47676 0.83034 -1.16242
H -0.76628 -0.51006 1.70187
H 0.05797 1.51715 0.79114
H 1.47979 0.42691 0.59493
H 0.98725 1.58967 -1.55526
H -0.38088 -2.41046 0.05509
H -0.39251 0.56315 -1.62345

=====

*two*
11
Properties=species:S:1:pos:R:3 method="wB97M-V/def2-TZVPD" e_lumo_ev=-3.92 orbital_gap_ev=12.8 charge=+1 homo_ev=-16.68
C 0.84061 -1.01448 1.57455
C 1.00660 -0.50708 0.24941
N 0.54827 0.07778 -0.78855
O 1.99161 -1.11771 0.70935
O -1.90664 1.33189 -1.42885
H 1.10101 -0.45790 2.40160
H 0.39362 -1.90602 1.92220
H 1.10013 -0.09482 -1.60987
H -2.78895 1.57163 -1.64553
H -0.53134 0.45099 -0.86728
H -1.75493 1.66572 -0.51702

=====

The data favor *two*; the next most stable structure lies 3.168 eV above it.